(1)
# C5H9O6P

The molecule C5H9O6P (ωB97M-V/def2-TZVPD, OMol25).

Last column: Mulliken charge in e.
Atoms and positions in Å:
C -1.21 -0.22 -0.62  0.385
C 4.32 -0.36 -0.02  0.053
C -2.75 -0.35 0.95  -0.774
C 0.26 -0.43 -0.81  0.314
C 0.84 0.60 0.16  0.093
O -2.05 0.36 -1.28  -0.643
O 4.61 -0.73 -1.14  -0.447
O 0.74 -1.71 -0.50  -0.567
O 0.17 0.92 1.34  -0.487
O 1.32 1.75 -0.49  -0.429
O -1.55 -0.87 0.42  -0.314
P 2.68 -0.19 0.86  -0.047
H -2.59 0.51 1.72  0.209
H -3.21 -1.18 1.52  0.240
H -3.30 -0.16 0.07  0.422
H 0.63 -0.20 -1.79  0.454
H 0.23 -2.05 0.32  0.388
H 0.77 1.61 1.69  0.462
H 0.87 2.50 -0.09  0.356
H 5.02 -0.33 0.80  0.337
H 2.97 1.11 1.37  -0.005

The value obtained for the energy relative to the best compared isomer or geometry (same formula, charge and spin) is 0.0 kcal per mole. Its max |F| is 4.7 eV/Å. The total energy comes out at -988.59616 hartree. Its SMILES is COC(=O)[C@H](O)C(O)(O)PC=O.

(2)
# C3H4O2

The molecule C3H4O2 (ωB97M-V/def2-TZVPD, OMol25).

Last column: Mulliken charge in e.
Atoms and positions in Å:
C -1.14 -0.05 0.18  -0.838
C 0.30 -0.39 0.37  0.548
O 0.73 -0.90 1.38  -0.505
C 1.28 0.21 -0.62  0.025
O 0.95 0.62 -1.71  -0.442
H -1.18 0.71 0.95  0.264
H -1.84 -0.87 0.42  0.299
H -1.39 0.40 -0.78  0.297
H 2.30 0.27 -0.21  0.353

The value obtained for the energy relative to the best compared isomer or geometry (same formula, charge and spin) is 20.1 kcal per mole. Its max |F| is 0.9 eV/Å. The total energy comes out at -267.16073 hartree. Its SMILES is CC(=O)C=O.

(3)
# C22H29N5O3V

A structure of composition C22H29N5O3V (ωB97M-V/def2-TZVPD, OMol25).

Last column: Mulliken charge in e.
Atoms and positions in Å:
V 0.75 2.09 0.19  0.751
C -1.17 0.17 1.79  -1.117
O 0.06 0.91 1.81  -0.071
C 1.17 0.17 2.38  -0.625
C 2.04 -0.36 1.27  -0.353
O 2.41 0.77 0.47  0.101
C 3.67 0.63 -0.21  -1.104
H -1.41 -0.17 2.80  0.356
H -1.11 -0.68 1.11  0.543
H -1.95 0.85 1.45  0.269
H 0.79 -0.64 3.01  0.496
H 1.73 0.87 3.00  0.235
H 1.52 -1.10 0.65  0.245
H 2.94 -0.82 1.70  0.485
H 4.47 0.57 0.51  0.313
H 3.81 1.50 -0.84  0.385
H 3.66 -0.27 -0.83  0.408
C 0.59 -4.50 1.20  -1.271
C -0.36 -4.07 0.10  0.571
C -0.14 -4.42 -1.22  -0.882
C -1.03 -4.05 -2.22  -0.378
C -2.17 -3.32 -1.91  0.045
N -3.08 -2.98 -2.94  -0.115
C -3.76 -1.79 -3.08  0.203
O -4.82 -1.69 -3.63  -0.604
N -3.15 -0.66 -2.51  -0.097
C -1.79 -0.37 -2.47  -0.307
C -0.85 -0.96 -3.32  -0.032
C 0.48 -0.62 -3.21  -1.190
C 0.86 0.31 -2.25  -0.370
N -0.03 0.89 -1.43  0.068
C -1.32 0.56 -1.55  -0.213
C -2.41 -2.98 -0.59  -0.175
C -1.51 -3.34 0.40  -0.580
H 1.35 -5.18 0.83  0.388
H 0.05 -5.01 2.00  0.364
H 1.09 -3.64 1.65  0.170
H 0.73 -5.02 -1.48  0.396
H -0.85 -4.34 -3.25  0.446
H -3.53 -3.73 -3.44  0.259
H -3.79 0.12 -2.47  0.272
H -1.18 -1.67 -4.07  0.622
H 1.22 -1.05 -3.86  0.477
H 1.89 0.60 -2.15  0.569
H -2.02 1.04 -0.88  0.486
H -3.32 -2.46 -0.33  0.514
H -1.74 -3.12 1.44  0.581
N -0.63 3.85 0.47  -0.451
C 0.30 4.43 1.43  0.576
C 0.09 5.56 2.18  -0.957
C 1.11 5.95 3.04  -0.182
C 2.28 5.21 3.10  -0.901
C 2.40 4.09 2.31  -0.090
N 1.42 3.70 1.48  0.041
H -1.56 3.76 0.87  0.312
H -0.74 4.46 -0.34  0.293
H -0.83 6.13 2.10  0.464
H 0.99 6.84 3.65  0.451
H 3.09 5.50 3.76  0.413
H 3.29 3.47 2.32  0.495

The value obtained for the energy relative to the best compared isomer or geometry (same formula, charge and spin) is 0.0 kcal per mole. Its total charge is +2. Its max |F| is 0.1 eV/Å. As for the multiplicity: 4. The total energy comes out at -2298.79274 hartree. Its expectation value of S² is 3.756.

(4)
# C2H4N2S

A structure of composition C2H4N2S (ωB97M-V/def2-TZVPD, OMol25).

Last column: Mulliken charge in e.
Atoms and positions in Å:
C -0.11 -0.32 0.08  -0.524
C 1.17 0.20 -0.69  0.107
N -0.13 1.00 0.52  0.103
N 0.77 1.56 -0.26  -0.593
S 2.69 -0.15 0.21  -0.118
H -0.93 -0.74 -0.55  0.238
H 0.11 -1.21 0.80  0.214
H 1.19 -0.06 -1.79  0.287
H -0.46 1.61 1.36  0.286

The value obtained for the energy relative to the best compared isomer or geometry (same formula, charge and spin) is 44.0 kcal per mole. Its max |F| is 6.1 eV/Å. As for the multiplicity: 3. The total energy comes out at -586.12697 hartree. Its expectation value of S² is 2.007.

(5)
# C20H37N6O6P2SZr

A structure of composition C20H37N6O6P2SZr (ωB97M-V/def2-TZVPD, OMol25).

Last column: Mulliken charge in e.
Atoms and positions in Å:
Zr -0.45 0.55 0.87  0.424
N -2.18 -0.83 -0.08  -0.416
C -2.29 -2.13 0.67  -0.848
C -1.31 -2.26 1.84  -0.796
N -0.96 -0.99 2.56  0.620
C -2.05 -0.57 3.50  -0.700
C -3.26 0.01 2.80  -0.842
N -2.78 1.04 1.86  -0.230
C 0.25 -1.24 3.43  -0.812
C 1.53 -1.24 2.63  -0.760
N 1.59 0.02 1.85  -0.342
H -3.09 -0.38 -0.10  0.433
H -1.98 -1.06 -1.05  0.036
H -2.10 -2.94 -0.02  0.466
H -3.32 -2.25 1.01  0.410
H -0.38 -2.68 1.48  0.500
H -1.72 -2.97 2.57  0.474
H -1.62 0.21 4.14  0.465
H -2.32 -1.41 4.14  0.514
H -3.94 0.41 3.55  0.521
H -3.81 -0.74 2.25  0.218
H -2.53 1.87 2.39  0.272
H -3.53 1.33 1.24  0.308
H 0.11 -2.17 3.98  0.357
H 0.28 -0.43 4.15  0.530
H 1.59 -2.08 1.94  0.343
H 2.38 -1.33 3.31  0.537
H 2.31 -0.04 1.13  0.186
H 1.88 0.81 2.44  0.425
N -0.97 5.10 0.88  -0.089
C 0.24 4.20 0.70  0.379
C 1.45 5.08 0.35  -1.741
P -0.12 2.93 -0.57  0.753
O -0.04 3.75 -1.89  -0.512
O 0.91 1.84 -0.33  -0.173
O -1.45 2.24 -0.30  -0.686
P 0.61 3.30 2.32  0.754
O 0.03 4.38 3.32  -0.552
O 2.03 2.96 2.46  -0.781
O -0.39 2.12 2.29  -0.523
H -0.96 5.84 0.18  0.411
H -0.94 5.55 1.81  0.393
H -1.86 4.60 0.81  0.332
H 1.26 5.64 -0.57  0.500
H 2.33 4.45 0.21  0.380
H 1.66 5.77 1.16  0.479
H -0.20 3.33 -2.75  0.433
H 0.56 4.57 4.11  0.415
N 0.52 -0.94 -0.51  -0.186
S 0.47 -0.85 -2.14  0.463
C 2.16 -1.03 -2.67  0.703
C 2.47 -1.89 -3.72  -0.536
C 3.79 -1.94 -4.16  -0.843
C 4.75 -1.14 -3.57  -0.560
C 4.42 -0.28 -2.53  -0.953
C 3.11 -0.21 -2.08  -0.224
C -0.36 -2.28 -2.75  0.395
C -1.42 -2.05 -3.62  -0.051
C -2.13 -3.14 -4.11  -0.876
C -1.78 -4.42 -3.73  -0.472
C -0.71 -4.64 -2.86  -0.929
C 0.01 -3.57 -2.37  -0.256
H 1.20 -1.64 -0.23  0.255
H 1.72 -2.52 -4.18  0.482
H 4.06 -2.60 -4.97  0.434
H 5.78 -1.18 -3.92  0.431
H 5.17 0.35 -2.08  0.477
H 2.83 0.49 -1.30  0.454
H -1.68 -1.04 -3.92  0.516
H -2.95 -2.98 -4.80  0.456
H -2.33 -5.27 -4.12  0.457
H -0.43 -5.65 -2.59  0.467
H 0.86 -3.73 -1.72  0.431

The value obtained for the energy relative to the best compared isomer or geometry (same formula, charge and spin) is 0.0 kcal per mole. Its total charge is +3. Its max |F| is 1.5 eV/Å. The total energy comes out at -2691.77164 hartree.

(6)
# C3H9NOS

The ion C3H9NOS with charge +1 (ωB97M-V/def2-TZVPD, OMol25).

Last column: Mulliken charge in e.
Atoms and positions in Å:
C -0.40 0.00 0.36  -0.242
C -1.72 -0.24 -0.41  -0.916
S -3.15 -0.45 0.72  -0.112
N 0.73 0.45 -0.39  0.032
C 2.01 -0.14 -0.38  -0.357
O 2.52 -0.30 0.94  -0.440
H -0.57 0.69 1.20  0.313
H -0.16 -0.96 0.82  0.354
H -1.60 -1.19 -0.93  0.355
H -2.04 0.45 -1.19  0.447
H -3.36 0.86 0.87  0.161
H 0.50 1.02 -1.21  0.350
H 2.00 -1.19 -0.73  0.338
H 2.74 0.41 -0.97  0.377
H 2.50 0.59 1.31  0.340

The value obtained for the energy relative to the best compared isomer or geometry (same formula, charge and spin) is 16.4 kcal per mole. Its total charge is +1. Its max |F| is 3.0 eV/Å. As for the multiplicity: 2. The total energy comes out at -647.53564 hartree. Its expectation value of S² is 0.755.